# C27H28F3N3O2

The molecule C27H28F3N3O2 (ωB97M-V/def2-TZVPD, the OMol25 dataset).

Each atom is followed by the atoms it is bonded to, with distances in Å.
Cartesian coordinates (Å):
1 C -3.661 -0.870 -2.477  H2 1.085, H3 1.086, H4 1.088, C5 1.530
2 H -4.498 -1.472 -2.818  C1 1.085
3 H -3.671 0.069 -3.026  C1 1.086
4 H -2.735 -1.396 -2.698  C1 1.088
5 C -3.766 -0.594 -0.977  C1 1.530, N6 1.453, H62 1.094, H63 1.098
6 N -4.995 0.113 -0.656  C5 1.453, C7 1.442, C55 1.447
7 C -4.844 1.478 -0.216  N6 1.442, H8 1.091, C9 1.549, H54 1.095
8 H -4.064 1.944 -0.820  C7 1.091
9 C -4.498 1.696 1.278  C7 1.549, N10 1.445, H52 1.093, H53 1.091
10 N -3.277 1.034 1.675  C9 1.445, C11 1.353, H51 1.006
11 C -2.063 1.574 1.420  N10 1.353, O12 1.217, C13 1.493
12 O -1.927 2.693 0.962  C11 1.217
13 C -0.886 0.704 1.712  C11 1.493, C14 1.392, C18 1.393
14 C -0.918 -0.683 1.603  C13 1.392, C15 1.381, H50 1.080
15 C 0.241 -1.425 1.713  C14 1.381, C16 1.392, H49 1.079
16 C 1.461 -0.788 1.921  C15 1.392, C17 1.394, N21 1.395
17 C 1.486 0.592 2.117  C16 1.394, C18 1.377, H20 1.080
18 C 0.328 1.328 1.994  C13 1.393, C17 1.377, H19 1.079
19 H 0.347 2.403 2.089  C18 1.079
20 H 2.423 1.087 2.323  C17 1.080
21 N 2.662 -1.497 1.936  C16 1.395, C22 1.367, H48 1.014
22 C 3.079 -2.515 1.123  N21 1.367, O23 1.214, C24 1.495
23 O 4.183 -2.995 1.273  C22 1.214
24 C 2.141 -3.022 0.075  C22 1.495, C25 1.391, C29 1.401
25 C 1.895 -4.391 0.071  C24 1.391, C26 1.382, H47 1.080
26 C 1.055 -4.958 -0.869  C25 1.382, C27 1.385, H46 1.079
27 C 0.464 -4.155 -1.831  C26 1.385, C28 1.382, H45 1.080
28 C 0.722 -2.798 -1.851  C27 1.382, C29 1.393, H44 1.080
29 C 1.563 -2.210 -0.910  C24 1.401, C28 1.393, C30 1.471
30 C 1.821 -0.762 -0.974  C29 1.471, C31 1.393, C35 1.394
31 C 3.113 -0.259 -0.837  C30 1.393, C32 1.381, H43 1.080
32 C 3.337 1.104 -0.845  C31 1.381, C33 1.389, H42 1.079
33 C 2.266 1.976 -0.993  C32 1.389, C34 1.388, C38 1.501
34 C 0.977 1.490 -1.160  C33 1.388, C35 1.381, H37 1.079
35 C 0.764 0.126 -1.165  C30 1.394, C34 1.381, H36 1.079
36 H -0.239 -0.255 -1.280  C35 1.079
37 H 0.150 2.176 -1.269  C34 1.079
38 C 2.506 3.456 -0.913  C33 1.501, F39 1.338, F40 1.350, F41 1.345
39 F 1.604 4.177 -1.589  C38 1.338
40 F 2.470 3.896 0.362  C38 1.350
41 F 3.712 3.814 -1.388  C38 1.345
42 H 4.338 1.493 -0.736  C32 1.079
43 H 3.945 -0.939 -0.731  C31 1.080
44 H 0.289 -2.178 -2.623  C28 1.080
45 H -0.189 -4.589 -2.573  C27 1.080
46 H 0.867 -6.020 -0.855  C26 1.079
47 H 2.370 -5.003 0.823  C25 1.080
48 H 3.404 -1.110 2.508  N21 1.014
49 H 0.204 -2.499 1.620  C15 1.079
50 H -1.841 -1.205 1.395  C14 1.080
51 H -3.341 0.093 2.026  N10 1.006
52 H -4.358 2.769 1.435  C9 1.093
53 H -5.307 1.340 1.918  C9 1.091
54 H -5.783 2.006 -0.412  C7 1.095
55 C -5.987 -0.658 0.062  N6 1.447, C56 1.526, H60 1.107, H61 1.093
56 C -6.596 -1.752 -0.810  C55 1.526, H57 1.087, H58 1.086, H59 1.087
57 H -5.859 -2.510 -1.060  C56 1.087
58 H -6.977 -1.318 -1.730  C56 1.086
59 H -7.416 -2.232 -0.281  C56 1.087
60 H -5.577 -1.120 0.980  C55 1.107
61 H -6.782 0.029 0.362  C55 1.093
62 H -2.898 0.002 -0.679  C5 1.094
63 H -3.720 -1.544 -0.430  C5 1.098

Results
**Kohn-Sham gap**: 8.520 eV
**Energy above the lowest of the compared OMol25 structures with the same formula, charge and spin**: 0.000 eV
**E**: -1660.09102 Eh
**LUMO level**: 0.194 eV
**HOMO energy**: -8.3 eV

Here are the Löwdin charges for atoms 1 to 2, given in e: C -0.0710; H 0.0609